{"formula": "C23H33N2O4P", "method": "ωB97M-V/def2-TZVPD", "elements": ["C", "C", "O", "N", "C", "C", "C", "C", "C", "C", "C", "C", "N", "C", "P", "C", "C", "C", "C", "C", "C", "O", "C", "C", "C", "O", "C", "C", "C", "O", "H", "H", "H", "H", "H", "H", "H", "H", "H", "H", "H", "H", "H", "H", "H", "H", "H", "H", "H", "H", "H", "H", "H", "H", "H", "H", "H", "H", "H", "H", "H", "H", "H"], "positions_angstrom": [[-4.25032, -0.54414, 3.94076], [-3.87428, -1.81357, 4.70648], [-4.57390, -2.16744, 5.63553], [-2.71918, -2.58991, 4.36095], [-1.52996, -1.78339, 3.99442], [-1.35444, -1.55274, 2.47214], [-1.38068, -0.06574, 2.03509], [0.05028, 0.53228, 1.97592], [0.72316, 0.34010, 0.63483], [0.24532, 0.98438, -0.50594], [-0.95378, 1.91655, -0.50443], [-0.84192, 3.13551, 0.45547], [-1.87878, 3.15269, 1.50564], [0.85498, 0.77082, -1.72230], [0.28013, 1.51610, -3.30542], [0.69280, 3.31117, -3.36455], [-1.53401, 1.26694, -3.55548], [1.98259, -0.04712, -1.80767], [2.70123, -0.26101, -3.12914], [2.12545, -1.41914, -3.97420], [0.79425, -1.99427, -3.50479], [2.01015, -0.98381, -5.33259], [2.45309, -0.65408, -0.68483], [1.81378, -0.46756, 0.53759], [2.41054, -1.20107, 1.70979], [1.78496, -1.73019, 2.61112], [3.90254, -1.30389, 1.69165], [4.50078, -1.48529, 0.53431], [3.68045, -1.53201, -0.71605], [3.98502, -2.25087, -1.64965], [-4.15114, -0.73786, 2.87379], [-3.59049, 0.26195, 4.26110], [-5.26197, -0.27358, 4.21957], [-2.92087, -3.24920, 3.61988], [-0.68217, -2.36649, 4.35374], [-1.51280, -0.83981, 4.53921], [-2.06232, -2.15799, 1.90395], [-0.36799, -1.92875, 2.20232], [-1.89241, -0.02689, 1.07831], [-1.91036, 0.49129, 2.80587], [0.59797, 0.01552, 2.75684], [0.05887, 1.57526, 2.27585], [-1.87836, 1.36945, -0.32832], [-1.07275, 2.35336, -1.48861], [0.14336, 3.17813, 0.92094], [-0.97195, 4.05952, -0.11002], [-2.48067, 2.34512, 1.44835], [-1.48174, 3.14947, 2.43408], [0.19737, 3.76618, -4.22257], [1.75968, 3.37888, -3.56061], [0.39474, 3.89116, -2.48646], [-1.75831, 1.04629, -4.59445], [-1.96461, 0.51363, -2.89787], [-2.06982, 2.19773, -3.33040], [3.75247, -0.42607, -2.91917], [2.66989, 0.63086, -3.74698], [2.85015, -2.23710, -3.97380], [0.86596, -2.42802, -2.50587], [0.50723, -2.77766, -4.20875], [-0.01480, -1.26540, -3.49651], [2.12362, -1.74276, -5.90857], [4.45199, -1.25284, 2.62122], [5.57201, -1.59268, 0.41932]], "forces_ev_per_angstrom": [[0.5, -0.6, 0.4], [-0.9, -0.5, 1.0], [0.4, 0.1, -0.9], [0.1, 1.3, 0.0], [0.0, -0.9, -0.7], [0.6, 0.4, 0.1], [0.4, -0.6, 0.5], [-0.5, -0.4, 0.1], [-1.0, 0.4, 1.3], [-0.9, 0.5, -0.3], [0.4, 0.8, 0.6], [-0.6, -0.2, 0.4], [0.1, 0.1, 0.0], [-0.3, 0.8, -0.4], [0.8, -1.0, -2.0], [-0.7, 0.0, 0.6], [-0.4, 1.2, 0.8], [0.4, 0.1, -1.7], [-0.1, 0.1, 0.0], [0.1, -0.4, -0.2], [0.0, -0.1, 0.0], [0.0, 0.5, 0.0], [0.9, -0.8, 0.4], [0.8, -0.9, 0.4], [0.1, -0.3, 0.5], [0.4, 0.3, -0.4], [-0.3, 0.3, 0.3], [0.4, 0.1, -0.9], [-0.2, -0.3, -0.1], [0.0, 0.4, 0.6], [0.0, 0.3, -0.1], [0.1, 0.1, -0.2], [-0.1, -0.1, -0.1], [-0.1, -0.2, 0.2], [0.1, 0.1, 0.1], [-0.2, 0.0, 0.1], [-0.2, 0.1, 0.1], [-0.1, -0.2, -0.1], [-0.1, 0.4, 0.0], [-0.4, 0.1, -0.3], [0.1, 0.1, -0.1], [-0.2, 0.2, -0.2], [-0.1, 0.0, 0.2], [0.1, -0.2, 0.0], [0.1, 0.0, -0.1], [0.2, -0.1, -0.2], [0.0, 0.0, 0.0], [0.0, 0.1, 0.0], [-0.1, -0.2, -0.1], [0.1, 0.1, 0.2], [0.2, 0.1, 0.0], [0.3, -0.3, -0.1], [0.2, -0.2, -0.1], [-0.1, -0.1, 0.0], [0.0, -0.2, -0.1], [-0.3, 0.1, 0.0], [0.0, 0.0, 0.3], [0.1, -0.1, 0.0], [0.0, -0.1, 0.1], [0.1, 0.2, -0.1], [0.0, -0.1, 0.0], [-0.2, -0.2, 0.2], [0.0, -0.2, 0.0]], "smiles": "CC(=O)NCCCCc1c(CCN)c(P(C)C)c(C[C@@H](C)O)c2c1C(=O)C=CC2=O", "gap_ev": 6.70, "spin_multiplicity": 1, "charge": 0, "e_lumo_ev": -1.0, "de_lowest_kcal_mol": 0.00, "max_force_ev_per_a": 2.38}

---

{"formula": "C3H3ClO2", "method": "ωB97M-V/def2-TZVPD", "elements": ["C", "C", "O", "C", "O", "Cl", "H", "H", "H"], "positions_angstrom": [[1.27649, 0.09653, -0.04677], [-0.10227, 0.59703, 0.16345], [-0.44512, 1.70941, 0.40470], [-1.31853, -0.66380, -0.06774], [-1.18032, -1.83990, 0.17179], [-2.83052, 0.11663, -0.29156], [1.90905, 1.09823, -0.06143], [1.31378, -0.40813, -0.99000], [1.37743, -0.70601, 0.71756]], "forces_ev_per_angstrom": [[0.3, 1.9, 0.8], [-1.5, -1.3, -1.1], [-0.1, -0.7, 0.0], [1.8, -0.2, 2.0], [0.1, 2.2, -0.9], [-0.8, 0.0, -0.4], [-0.7, -2.6, 0.5], [0.1, -0.2, -0.7], [0.8, 0.8, -0.2]], "smiles": "CC(=O)C(=O)Cl", "gap_ev": 9.70, "spin_multiplicity": 1, "charge": 0, "e_lumo_ev": -0.2, "de_lowest_kcal_mol": 16.69, "max_force_ev_per_a": 2.76}